Entry 1:
Here is a molecular structure, C32H51NO14P3Re from OMol25. Energies are from ωB97M-V with the def2-TZVPD basis set.

* 2S+1: 4
* gap between HOMO and LUMO (spin up / spin down): 6.9 / 7.1 eV
* total charge: +1
* strongest force on any atom: 0.0144 Eh/bohr
* HOMO energy (spin up / spin down): -10.229 / -10.983 eV
* calculated total energy: -3460.3714 Eh

Geometry (Å):
Re1 -0.09 -0.38 1.81
O1 5.94 0.46 2.18
C1 4.77 0.32 2.30
C2 4.01 -1.02 2.52
O2 4.49 -2.08 2.79
C3 2.61 -0.64 2.33
C4 2.43 0.69 2.13
O3 1.21 1.12 1.89
C5 3.70 1.43 2.16
O4 3.89 2.62 2.11
O5 1.52 -1.41 2.25
C6 4.64 -1.35 -3.02
C7 3.81 -0.44 -3.90
C8 3.62 -0.98 -5.30
O6 2.46 -0.28 -3.34
P1 2.16 0.61 -2.08
O7 2.60 0.08 -0.77
C9 0.35 0.75 -2.16
P2 -1.75 -0.45 -0.60
O8 -1.65 0.38 0.69
O9 -2.87 0.03 -1.56
C10 -4.21 0.45 -1.05
C11 -4.17 1.93 -0.77
C12 -5.22 0.05 -2.10
O10 -2.04 -1.91 -0.07
C13 -2.33 -3.04 -0.98
C14 -1.26 -4.08 -0.75
C15 -3.73 -3.52 -0.67
O11 2.70 2.04 -2.46
C16 3.42 2.89 -1.50
C17 4.37 3.75 -2.31
C18 2.41 3.68 -0.71
H1 5.63 -1.46 -3.44
H2 4.17 -2.33 -2.95
H3 4.74 -0.94 -2.01
H4 4.25 0.56 -3.95
H5 3.17 -1.97 -5.27
H6 4.59 -1.06 -5.80
H7 2.99 -0.32 -5.89
H8 0.69 1.62 -4.07
H9 0.14 1.61 -1.50
H10 -4.38 -0.12 -0.13
H11 -3.86 2.47 -1.67
H12 -3.49 2.18 0.04
H13 -5.17 2.27 -0.50
H14 -5.21 0.75 -2.94
H15 -6.22 0.05 -1.66
H16 -5.02 -0.95 -2.48
H17 -2.28 -2.66 -2.01
H18 -1.32 -4.48 0.26
H19 -0.26 -3.66 -0.89
H20 -1.39 -4.90 -1.45
H21 -3.80 -3.86 0.36
H22 -3.98 -4.35 -1.33
H23 -4.46 -2.72 -0.83
H24 3.98 2.23 -0.84
H25 3.81 4.36 -3.03
H26 5.08 3.13 -2.86
H27 4.92 4.40 -1.65
H28 1.77 4.27 -1.38
H29 2.92 4.37 -0.03
H30 1.78 3.02 -0.10
C19 -3.52 -1.78 5.06
C20 -3.09 -0.78 4.01
O12 -1.96 -0.01 4.48
P3 -0.47 -0.37 4.09
O13 0.40 0.67 4.87
C21 0.32 2.11 4.66
C22 -0.34 2.75 5.85
O14 -0.17 -1.73 4.82
C23 1.17 -2.18 5.21
C24 1.13 -2.58 6.66
H31 -4.41 -2.31 4.72
H32 -3.77 -1.26 5.99
H33 -2.73 -2.50 5.26
H34 -3.87 -0.05 3.80
H35 -2.82 -1.28 3.07
H36 -0.22 2.30 3.73
H37 1.35 2.44 4.52
H38 -1.33 2.34 6.01
H39 -0.43 3.82 5.68
H40 0.26 2.60 6.75
H41 1.88 -1.38 5.04
H42 1.42 -3.01 4.55
H43 0.83 -1.74 7.29
H44 2.12 -2.91 6.97
H45 0.43 -3.40 6.82
C25 -0.24 -0.53 -1.53
C26 -0.16 1.11 -3.60
C27 -0.48 -0.09 -4.43
C28 -1.68 -0.28 -5.01
C29 -2.71 0.70 -4.89
C30 -2.45 1.91 -4.19
C31 -1.28 2.11 -3.57
C32 -3.99 0.45 -5.44
N1 -5.05 0.22 -5.85
H46 0.51 -0.94 -0.83
H47 -0.38 -1.31 -2.28
H48 0.31 -0.82 -4.56
H49 -1.87 -1.17 -5.60
H50 -3.23 2.67 -4.16
H51 -1.09 3.04 -3.04

---

Entry 2:
Here is 3 unconnected molecules or ions with the total composition C32H52BF14N3O7PS5 in a non-equilibrium geometry from OMol25. Energies are from ωB97M-V with the def2-TZVPD basis set.

* 2S+1: 1
* energy relative to the best compared isomer or geometry (same formula, charge and spin): 0.0 kcal/mol
* gap between HOMO and LUMO: 7.6 eV
* total charge: +1
* strongest force on any atom: 0.1685 Eh/bohr
* HOMO energy: -11.495 eV
* calculated total energy: -5696.3349 Eh

Geometry (Å):
C1 2.85 -4.41 1.98
C2 1.68 -3.56 2.66
C3 0.35 -3.48 1.74
C4 0.65 -2.98 0.26
C5 -0.53 -3.22 -0.78
C6 -0.27 -2.56 -2.22
C7 1.19 -2.87 -2.81
C8 2.09 -1.59 -2.51
C9 3.62 -1.71 -2.94
C10 4.65 -1.09 -1.84
C11 4.24 0.38 -1.41
N1 3.99 1.13 -2.69
C12 4.09 2.61 -2.58
P1 3.37 3.40 -4.13
S1 2.67 2.15 -5.44
C13 3.40 3.01 -1.18
C14 3.00 4.54 -1.08
C15 1.47 4.83 -0.79
C16 0.46 4.44 -1.95
F1 0.67 3.18 -2.54
F2 0.43 5.51 -2.90
C17 -1.03 4.46 -1.30
F3 -1.90 4.67 -2.40
F4 -1.15 5.58 -0.48
C18 -1.46 3.08 -0.65
F5 -1.89 2.26 -1.72
F6 -0.39 2.37 -0.05
C19 -2.57 3.24 0.49
F7 -3.55 4.20 0.17
F8 -1.89 3.79 1.60
C20 -3.22 1.88 1.01
F9 -4.04 2.25 2.11
F10 -2.31 0.95 1.50
C21 -4.18 1.12 -0.02
F11 -5.17 0.48 0.71
F12 -3.41 0.09 -0.59
F13 -4.65 1.89 -1.07
C22 4.37 2.50 0.03
S2 3.54 2.49 1.67
O1 2.76 3.78 1.88
O2 2.51 1.40 1.81
F14 4.62 2.53 2.96
C23 5.17 1.12 -0.36
N2 6.51 1.58 -0.83
C24 7.34 0.67 -1.11
S3 8.28 -0.68 -1.31
B1 5.44 0.16 0.95
N3 6.55 0.38 1.94
O3 4.56 -0.94 1.31
H1 2.39 -5.36 1.53
H2 3.71 -4.65 2.68
H3 3.30 -3.79 1.12
H4 2.09 -2.51 2.88
H5 1.42 -4.06 3.64
H6 -0.31 -2.69 2.27
H7 -0.21 -4.46 1.77
H8 0.84 -1.85 0.34
H9 1.60 -3.41 -0.19
H10 -0.79 -4.33 -0.83
H11 -1.45 -2.68 -0.35
H12 -0.40 -1.42 -2.13
H13 -1.06 -2.95 -2.93
H14 1.06 -3.01 -3.94
H15 1.63 -3.80 -2.34
H16 1.65 -0.72 -3.13
H17 1.93 -1.29 -1.42
H18 3.89 -2.81 -3.13
H19 3.75 -1.18 -3.95
H20 4.69 -1.86 -1.01
H21 5.67 -1.13 -2.36
H22 3.21 0.28 -0.91
H23 4.57 0.79 -3.48
H24 2.99 0.92 -2.94
H25 5.17 3.00 -2.50
H26 4.44 4.13 -4.78
H27 2.35 4.38 -3.87
H28 2.43 2.40 -1.03
H29 3.32 5.20 -1.95
H30 3.57 4.96 -0.18
H31 1.37 5.97 -0.66
H32 1.06 4.38 0.17
H33 5.16 3.34 0.09
H34 7.26 -0.36 1.82
H35 6.95 1.31 1.78
H36 4.56 -1.06 2.27
C25 -2.75 -5.32 6.71
C26 -1.71 -4.21 6.86
C27 -0.47 -4.63 6.08
S4 -1.04 -5.69 4.76
O4 -0.53 -7.02 4.99
O5 -0.89 -5.01 3.49
C28 -2.77 -5.67 5.23
H37 -3.74 -5.01 7.06
H38 -2.45 -6.19 7.30
H39 -2.11 -3.28 6.45
H40 -1.48 -4.02 7.91
H41 0.05 -3.77 5.65
H42 0.22 -5.20 6.70
H43 -3.22 -6.64 5.02
H44 -3.26 -4.89 4.64
C29 -7.64 2.01 -1.68
C30 -7.95 3.15 -2.65
C31 -8.98 2.64 -3.66
S5 -9.92 1.38 -2.80
O6 -9.67 0.11 -3.44
O7 -11.26 1.86 -2.56
C32 -9.00 1.44 -1.28
H45 -7.08 2.36 -0.81
H46 -7.05 1.24 -2.18
H47 -8.36 4.00 -2.10
H48 -7.05 3.50 -3.16
H49 -9.66 3.43 -3.98
H50 -8.51 2.18 -4.52
H51 -8.93 0.45 -0.84
H52 -9.52 2.12 -0.60

---

Entry 3:
Here is a molecular structure, C32H52BiClN2O4SSi in a non-equilibrium geometry from OMol25. Energies are from ωB97M-V with the def2-TZVPD basis set.

* 2S+1: 1
* energy relative to the best compared isomer or geometry (same formula, charge and spin): 258.0 kcal/mol
* gap between HOMO and LUMO: 3.5 eV
* total charge: -2
* strongest force on any atom: 0.1158 Eh/bohr
* HOMO energy: 0.829 eV
* calculated total energy: -3023.1692 Eh

Geometry (Å):
Bi1 -0.11 -0.02 0.06
C1 -1.44 -0.09 -2.87
C2 -1.17 1.43 -2.76
N1 -0.39 1.76 -1.51
C3 -0.90 2.98 -0.85
C4 -2.26 2.76 -0.13
S1 -2.25 1.29 1.02
C5 -3.55 0.13 0.38
C6 -3.39 -0.17 -1.15
N2 -2.01 -0.50 -1.52
H1 -0.43 -0.58 -3.18
H2 -2.17 -0.30 -3.68
H3 -2.12 1.97 -2.71
H4 -0.69 1.79 -3.68
H5 0.65 1.97 -1.70
H6 -1.00 3.79 -1.59
H7 -0.21 3.31 -0.08
H8 -3.06 2.56 -0.86
H9 -2.53 3.66 0.41
H10 -4.56 0.55 0.54
H11 -3.51 -0.78 0.98
H12 -3.64 0.74 -1.69
H13 -4.14 -0.91 -1.47
H14 -1.90 -1.52 -1.59
O1 -1.30 -2.12 0.75
C7 -0.52 -2.70 1.84
C8 -0.04 -1.46 2.86
O2 -0.21 -1.69 4.06
O3 0.44 -0.38 2.35
C9 0.69 -3.39 1.21
C10 0.53 -4.06 0.02
C11 1.60 -4.74 -0.59
C12 2.84 -4.74 0.00
C13 3.02 -4.06 1.30
C14 1.94 -3.44 1.87
C15 -1.39 -3.75 2.50
C16 -0.94 -4.40 3.66
C17 -1.69 -5.39 4.26
C18 -2.91 -5.78 3.71
C19 -3.35 -5.17 2.55
C20 -2.59 -4.17 1.95
H15 -2.08 -1.73 1.16
H16 -0.43 -4.05 -0.46
H17 1.44 -5.27 -1.52
H18 3.67 -5.26 -0.45
H19 3.98 -4.11 1.78
H20 2.05 -2.98 2.84
H21 0.00 -4.10 4.11
H22 -1.33 -5.86 5.17
H23 -3.50 -6.56 4.18
H24 -4.29 -5.47 2.10
H25 -2.95 -3.73 1.03
C21 5.22 -1.07 -0.28
C22 3.75 -0.97 0.16
C23 3.76 -1.05 1.69
C24 2.97 -2.12 -0.46
Si1 2.80 0.68 -0.29
C25 3.02 1.31 -2.31
C26 4.34 2.07 -2.46
C27 3.03 0.15 -3.29
C28 1.83 2.24 -2.82
C29 3.30 2.17 0.96
C30 2.77 3.50 0.46
C31 4.83 2.29 1.11
C32 2.70 1.95 2.36
H26 5.68 -2.01 0.09
H27 5.83 -0.25 0.10
H28 5.32 -1.08 -1.37
H29 4.17 -2.00 2.04
H30 2.76 -0.94 2.11
H31 4.39 -0.27 2.12
H32 3.24 -3.25 -0.12
H33 3.07 -2.07 -1.55
H34 1.93 -2.04 -0.22
H35 5.19 1.45 -2.14
H36 4.36 2.98 -1.87
H37 4.52 2.36 -3.51
H38 3.90 -0.50 -3.15
H39 3.09 0.53 -4.33
H40 2.14 -0.47 -3.22
H41 1.78 3.19 -2.28
H42 0.84 1.73 -2.77
H43 1.99 2.49 -3.88
H44 3.24 3.82 -0.48
H45 2.97 4.30 1.20
H46 1.69 3.45 0.31
H47 5.32 2.45 0.14
H48 5.27 1.40 1.56
H49 5.09 3.15 1.75
H50 1.62 1.84 2.30
H51 2.93 2.83 2.99
H52 3.11 1.08 2.87
Cl1 0.43 -1.58 -2.23
O4 0.27 1.83 0.92

---

Which value of strongest force on any atom does entry 1 give?
0.0144 Eh/bohr

---

2S+1 of number 2 (C32H52BF14N3O7PS5)?
1

---

The lowest total charge belongs to which entry?
C32H52BiClN2O4SSi